Formula: C3H4N2O
Source: OMol25
Level of theory: wB97M-V/def2-TZVPD

Geometry (Å):
O  2.065111  -0.276414  0.084746
C  0.817317  0.153477  -0.036105
C  -0.367180  -0.606237  0.463938
N  -1.323727  -0.067155  -0.502971
C  -0.982360  1.225434  -0.717606
N  0.445214  1.256618  -0.579306
H  2.640963  0.391909  -0.329529
H  -0.360419  -1.675414  0.650279
H  -2.294184  -0.330646  -0.417213
H  -0.640737  -0.071575  1.383765

Atomic forces in eV per Å
-0.1 0.3 0.1
-0.2 0.1 0.2
0.1 -0.1 0.2
-0.4 0.5 0.6
0.2 -0.2 -1.1
0.0 -0.2 -0.1
-0.1 -0.1 0.1
0.3 0.0 -0.4
0.0 0.3 0.1
0.3 -0.6 0.3

Output
lowest unoccupied orbital energy: 0.4 eV
HOMO level: -8.5 eV
total energy: -8200.875 eV
ΔE to the lowest compared entry with this formula, charge and spin: 69.4 kcal per mole
frontier orbital gap: 8.92 eV